<w>
DFT (ωB97M-V with the def2-TZVPD basis set) results for an isolated molecule of C3H4S2.

Cartesian coordinates (Å):
C  1.2279  -0.5031  -0.2261
C  0.0612  0.0417  0.5754
C  -1.0676  0.6682  -0.1516
H  0.7818  -0.9230  -1.2157
H  0.0919  0.0263  1.6290
H  -1.0681  0.8901  -1.1983
H  -1.5692  1.3996  0.3890
S  2.8269  -0.4766  0.0984
S  -1.2848  -1.1232  0.1000

Calculated values
* HOMO level: -8.9 eV
* molecular weight: 104.199 g mol⁻¹
* frontier orbital gap: 8.510 eV
* LUMO: -0.4 eV

<x>
DFT (ωB97M-V with the def2-TZVPD basis set) results for an isolated molecule of C3H4S2.

Cartesian coordinates (Å):
C  -0.2263  -0.5534  0.7070
C  0.9246  0.0875  -0.0260
C  -0.3096  1.9131  0.1019
S  -1.4339  0.7944  0.9426
S  1.3624  1.6800  0.6092
H  -0.7313  -1.3100  0.1081
H  0.0920  -0.9916  1.6547
H  1.2071  -0.2082  -1.0217
H  -0.5983  2.3106  -0.8555

Calculated values
* HOMO level (alpha / beta): -8.2 / -8.1 eV
* molecular weight: 104.199 g mol⁻¹
* frontier orbital gap (alpha / beta): 7.767 / 7.697 eV
* LUMO (alpha / beta): -0.5 / -0.4 eV

<y>
DFT (ωB97M-V with the def2-TZVPD basis set) results for an isolated molecule of C3H4S2.

Cartesian coordinates (Å):
C  1.3558  0.3709  0.2066
C  0.2143  -0.4466  0.2312
C  -1.1199  0.0618  -0.2473
S  1.6102  1.6985  -0.6823
S  0.3631  -2.0014  0.9012
H  2.2863  -0.0421  0.6898
H  -1.1558  0.4653  -1.1631
H  -1.9654  -0.7676  -0.4439
H  -1.5886  0.6612  0.5078

Calculated values
* HOMO level: -9.2 eV
* molecular weight: 104.199 g mol⁻¹
* frontier orbital gap: 6.982 eV
* LUMO: -2.2 eV

Relative energies in hartree: <w> 0.0000; <x> 0.0573; <y> 0.0044

<w>
DFT (ωB97M-V with the def2-TZVPD basis set) results for a cluster of 2 separate species, C3H4S2 in total.

Cartesian coordinates (Å):
C  -1.3056  0.4521  0.9519
C  -0.8289  1.5473  0.8626
C  1.3406  -0.7112  -0.0102
S  0.2670  -1.0023  -1.2190
S  2.9039  -1.4465  -0.2672
H  -1.7772  -0.4813  1.0705
H  -0.7694  -0.3484  -0.4955
H  -0.5075  2.5038  0.6161
H  2.6280  -2.1943  -1.3013

Calculated values
* HOMO level: -8.6 eV
* molecular weight: 104.199 g mol⁻¹
* frontier orbital gap: 8.845 eV
* LUMO: 0.2 eV

<x>
DFT (ωB97M-V with the def2-TZVPD basis set) results for an isolated molecule of C3H4S2.

Cartesian coordinates (Å):
C  -1.6332  0.3453  0.0918
C  2.2347  0.2438  0.0604
C  -0.8167  -0.7127  0.0353
S  -3.2548  0.1517  0.0494
S  0.9626  -0.8776  0.0236
H  -1.3060  1.3613  -0.1747
H  2.0095  1.1483  -0.3180
H  3.2214  -0.1250  -0.0645
H  -1.4176  -1.5351  0.2968

Calculated values
* HOMO level (alpha / beta): -8.6 / -8.3 eV
* molecular weight: 104.199 g mol⁻¹
* frontier orbital gap (alpha / beta): 7.627 / 6.481 eV
* LUMO (alpha / beta): -1.0 / -1.8 eV

<y>
DFT (ωB97M-V with the def2-TZVPD basis set) results for a structure of composition C3H4S2.

Cartesian coordinates (Å):
C  -0.5260  0.2957  -0.8958
C  -0.1212  -0.3273  0.1678
C  1.8203  -0.1045  0.7743
S  2.9944  -0.9188  -0.2536
S  2.7027  1.1230  -0.1313
H  -1.5457  0.1862  -1.2393
H  0.1138  0.9319  -1.4838
H  -0.5969  -0.9896  0.8593
H  1.8734  -0.1535  1.8476

Calculated values
* HOMO level: -8.4 eV
* molecular weight: 104.199 g mol⁻¹
* frontier orbital gap: 8.497 eV
* LUMO: 0.1 eV

<z>
DFT (ωB97M-V with the def2-TZVPD basis set) results for an isolated molecule of C3H4S2.

Cartesian coordinates (Å):
C  -1.1116  -0.1161  0.9140
C  1.0411  -0.2605  -0.8977
C  0.0546  0.3976  -0.0454
S  -1.5053  1.1926  -0.2801
S  1.6956  0.9523  0.2979
H  -1.5188  -1.0909  0.6954
H  -1.0664  0.1854  1.9480
H  1.2933  -1.2943  -0.6979
H  1.1175  0.0340  -1.9342

Calculated values
* HOMO level: -8.8 eV
* molecular weight: 104.199 g mol⁻¹
* frontier orbital gap: 9.556 eV
* LUMO: 0.8 eV

Relative energies in hartree: <w> 0.1277; <x> 0.0928; <y> 0.0549; <z> 0.0000

<w>
DFT (ωB97M-V with the def2-TZVPD basis set) results for a cluster of 2 separate species, C5H8IN in total.

Cartesian coordinates (Å):
C  -1.4069  -1.4953  -0.1772
C  -0.4944  0.2847  -1.4859
C  -0.7884  0.3999  1.2487
C  1.9017  -1.4135  0.5053
C  -0.8504  -0.2787  -0.0731
N  -1.7156  -2.5622  -0.5730
I  3.1735  0.0798  -0.1176
H  -1.2645  -0.1623  -2.1848
H  0.5543  -0.1084  -1.6964
H  -0.6070  1.3909  -1.5643
H  -1.4814  1.2956  1.4170
H  0.1981  0.9392  1.1643
H  -0.6799  -0.2650  2.0784
H  1.8726  -2.2681  -0.0202
H  1.3499  -1.4003  1.5202

Calculated values
* HOMO level (alpha / beta): -8.4 / -8.5 eV
* molecular weight: 209.030 g mol⁻¹
* frontier orbital gap (alpha / beta): 7.942 / 7.822 eV
* LUMO (alpha / beta): -0.5 / -0.7 eV

<x>
DFT (ωB97M-V with the def2-TZVPD basis set) results for an isolated molecule of C5H8IN.

Cartesian coordinates (Å):
C  1.8475  0.6324  0.2011
C  2.9208  0.9014  0.6764
C  -1.7872  -0.6045  -0.4573
C  0.4553  0.7717  -0.1678
C  -0.3676  -0.5831  0.0776
N  4.3901  0.9703  1.0866
I  5.5165  -0.2432  -0.2130
H  -2.0505  0.3909  -0.8273
H  -2.3123  -0.9188  0.3841
H  -1.8736  -1.2282  -1.3340
H  0.3859  1.0991  -1.2348
H  0.2617  1.5403  0.4623
H  -0.3833  -0.7469  1.1428
H  0.1776  -1.4646  -0.3273
H  4.4432  0.5457  2.1120

Calculated values
* HOMO level: -9.0 eV
* molecular weight: 209.030 g mol⁻¹
* frontier orbital gap: 8.340 eV
* LUMO: -0.6 eV

Relative energies in hartree: <w> 0.0148; <x> 0.0000

<w>
DFT (ωB97M-V with the def2-TZVPD basis set) results for an isolated molecule of C5H7N3.

Cartesian coordinates (Å):
C  0.4908  1.8716  0.1796
C  -0.9316  -1.8830  -0.0984
C  -0.3021  0.6357  0.0783
C  -0.1276  -0.6435  0.0019
N  1.4845  -0.9964  0.3127
N  2.3733  -0.4904  -0.3385
C  -2.0117  0.8822  -0.1220
N  -2.9791  1.5246  -0.1581
H  3.3118  -0.8776  -0.1252
H  0.1210  2.4966  0.9968
H  1.5462  1.6606  0.3901
H  0.4251  2.4431  -0.7503
H  -1.3693  -1.9713  -1.0962
H  -1.7299  -1.8928  0.6482
H  -0.3014  -2.7595  0.0811

Calculated values
* HOMO level: -8.9 eV
* molecular weight: 109.132 g mol⁻¹
* frontier orbital gap: 9.405 eV
* LUMO: 0.5 eV

<x>
DFT (ωB97M-V with the def2-TZVPD basis set) results for an isolated molecule of C5H7N3.

Cartesian coordinates (Å):
C  2.1645  1.3498  0.0285
C  -0.1808  0.6859  0.0725
C  -0.7424  -1.5645  0.1784
C  -1.6207  -2.5583  0.1859
C  -0.6132  1.9942  -0.3877
H  3.1464  0.8073  -0.3866
H  1.8883  2.4084  -0.4454
H  2.5556  1.5982  1.0567
H  -2.0765  -0.1038  0.0086
H  0.4037  -1.8186  -0.2039
H  -1.3256  -3.6408  0.1265
H  -2.7629  -2.3197  0.4883
N  1.1120  0.3720  0.1642
N  -1.1431  -0.2412  0.1845
N  -0.8053  3.0309  -1.0705

Calculated values
* HOMO level: -8.8 eV
* molecular weight: 109.132 g mol⁻¹
* frontier orbital gap: 8.755 eV
* LUMO: -0.1 eV

Relative energies in hartree: <w> 0.0205; <x> 0.0000

<w>
DFT (ωB97M-V with the def2-TZVPD basis set) results for an isolated molecule of C5H7N3.

Cartesian coordinates (Å):
C  -0.9063  1.7912  -0.0240
C  -1.8561  0.7340  -0.0981
C  1.0646  0.4264  -0.1150
C  3.3851  -0.3965  0.0280
C  2.0275  -0.5287  -0.0005
N  0.3135  1.3369  0.0903
N  -1.4234  -0.4589  0.1113
N  -2.4269  -1.3639  0.0753
H  -1.0438  2.7580  0.2394
H  -2.8443  1.0748  -0.2599
H  4.1176  -1.2545  0.2021
H  3.7035  0.6430  -0.0375
H  1.4950  -1.5694  0.1851
H  -2.1946  -2.1595  -0.4795
H  -3.4114  -1.0330  0.0830

Calculated values
* HOMO level (alpha / beta): -6.6 / -6.6 eV
* molecular weight: 109.132 g mol⁻¹
* frontier orbital gap (alpha / beta): 6.875 / 6.880 eV
* LUMO (alpha / beta): 0.3 / 0.3 eV

<x>
DFT (ωB97M-V with the def2-TZVPD basis set) results for an isolated molecule of C5H7N3.

Cartesian coordinates (Å):
C  1.9904  0.2442  0.2049
C  0.6295  0.9191  -0.1665
C  -0.5458  0.5746  0.7037
C  -1.3589  -0.1850  -0.3234
C  -0.7289  -1.5592  -0.2409
H  2.0674  -0.1573  1.1826
H  2.9566  0.5055  -0.2423
H  0.6602  1.6447  -0.9651
H  -0.3676  0.0110  1.5901
H  -2.4503  1.4917  0.0911
H  -1.3326  0.2957  -1.2206
H  -1.2165  -2.5059  -0.0808
N  -2.0251  0.6832  0.6190
N  0.5317  -1.5665  -0.4142
N  1.1899  -0.3959  -0.7377

Calculated values
* HOMO level: -8.5 eV
* molecular weight: 109.132 g mol⁻¹
* frontier orbital gap: 9.488 eV
* LUMO: 1.0 eV

<y>
DFT (ωB97M-V with the def2-TZVPD basis set) results for an isolated molecule of C5H7N3.

Cartesian coordinates (Å):
C  -1.1770  -0.8892  -1.0840
C  -0.4486  -1.4777  0.1088
C  0.3580  -0.2545  0.6416
C  0.8319  0.4314  1.6399
C  0.4258  0.6852  -0.4091
H  -2.1528  -0.3994  -0.7074
H  -1.0764  -1.3845  -2.2085
H  -0.9578  -2.0543  0.8936
H  0.1764  -2.2861  -0.3682
H  0.9551  0.3442  2.7610
H  1.8671  2.3549  1.4327
H  -0.5639  0.9214  -2.1993
N  1.0289  1.7995  1.1961
N  0.9472  1.8864  -0.1915
N  -0.2139  0.3225  -1.5058

Calculated values
* HOMO level: -7.6 eV
* molecular weight: 109.132 g mol⁻¹
* frontier orbital gap: 8.598 eV
* LUMO: 1.0 eV

Relative energies in hartree: <w> 0.0850; <x> 0.1110; <y> 0.0000

<w>
DFT (ωB97M-V with the def2-TZVPD basis set) results for a structure of composition C5H7N3.

Cartesian coordinates (Å):
C  -1.4649  -1.0951  0.1625
C  -0.9317  1.2165  0.0308
C  0.2332  0.6592  0.0298
C  1.7385  0.8779  0.0250
C  0.0051  -0.7741  -0.0926
H  -2.0868  -2.3559  -0.2851
H  -1.7355  -1.2793  1.2311
H  -2.3937  0.0023  -1.3248
H  -1.6139  2.0942  -0.0089
H  1.9794  1.3799  1.0779
H  1.8685  1.5892  -0.9537
H  2.9384  -0.7406  0.4790
N  -2.0323  0.1971  -0.0875
N  2.3016  -0.4030  -0.1477
N  1.1941  -1.3684  -0.1358

Calculated values
* HOMO level: -8.0 eV
* molecular weight: 109.132 g mol⁻¹
* frontier orbital gap: 8.682 eV
* LUMO: 0.6 eV

<x>
DFT (ωB97M-V with the def2-TZVPD basis set) results for an isolated molecule of C5H7N3.

Cartesian coordinates (Å):
C  -0.1818  -1.9975  0.0893
C  -0.4308  -0.4984  0.7239
C  0.6657  0.4915  0.2108
C  -0.6098  0.9321  -2.9843
C  -0.1541  -0.2936  2.1268
H  -0.3303  -2.8354  0.9852
H  1.1088  -1.9575  0.0175
H  -0.5833  -2.0218  -1.0378
H  -1.5467  -0.0835  0.7541
H  1.4185  0.8514  0.7817
H  -1.6310  0.7700  -3.0905
H  0.1207  1.0207  -3.8653
N  0.5815  1.0727  -0.8733
N  -0.5235  0.6910  -1.6370
N  0.7573  0.0151  3.1469

Calculated values
* HOMO level: -9.5 eV
* molecular weight: 109.132 g mol⁻¹
* frontier orbital gap: 9.208 eV
* LUMO: -0.3 eV

Relative energies in hartree: <w> 0.0000; <x> 0.0567